No. 1
Formula: C25H25Cl2N5O3RuS2
Source: the Open Molecules 2025 dataset
Level of theory: wB97M-V/def2-TZVPD

The geometry in XYZ format:
```
63
Properties=species:S:1:pos:R:3
H 0.42 -5.34 0.09
H 6.70 -1.29 0.70
H -0.49 3.39 4.34
H -0.30 -1.52 -3.54
H -0.39 -5.80 2.44
H 3.06 -3.00 2.23
O 2.49 0.18 1.45
H -1.61 5.30 -0.25
C 5.12 -0.18 1.71
C -2.37 1.18 -3.25
Ru 0.26 -0.14 0.82
N -0.42 1.08 3.49
H -0.74 -1.32 4.36
H -2.95 4.86 1.78
N 0.29 -2.19 1.25
H -0.60 -0.47 -5.60
C -2.86 2.24 -4.02
S -0.01 2.14 1.00
C 5.61 -1.28 0.76
C -0.33 2.13 2.76
C 0.24 -4.53 0.79
C -0.43 -1.27 3.32
C -0.18 -2.41 2.54
H -2.67 0.22 -1.44
H -2.95 3.11 -5.97
C 5.04 -2.58 1.32
C -1.24 0.28 -5.14
H -1.95 -1.77 -2.96
H -0.77 -3.91 3.98
H 5.22 -1.10 -0.24
Cl -0.93 3.75 -2.40
H 5.17 -3.42 0.64
H -0.14 4.15 2.85
Cl -4.23 0.43 0.43
C -2.04 3.42 -1.13
C -2.88 4.11 1.01
C -2.55 2.31 -5.36
C -3.43 1.93 0.22
N -0.25 -0.08 2.74
H 0.82 -2.99 -0.57
C -1.58 0.15 -3.81
H 5.54 -2.84 2.26
H 5.74 -0.11 2.61
O -1.60 -0.94 -0.69
H -4.07 2.67 2.10
O 0.42 -0.31 -1.32
N -0.53 3.36 3.33
H -1.45 1.40 -6.96
N -2.64 1.15 -1.89
H 3.01 -2.20 0.64
H 5.02 0.81 1.27
C -0.41 -3.74 2.97
S 3.46 -0.63 2.29
C -2.72 2.17 -1.00
C -3.51 2.88 1.20
C 3.57 -2.30 1.57
C -1.13 -1.05 -3.02
H -3.51 2.98 -3.56
C -0.73 -0.77 -1.58
C 0.46 -3.24 0.42
C -1.72 1.34 -5.91
C -2.15 4.37 -0.14
C -0.20 -4.78 2.11
```

The HOMO-LUMO gap (alpha / beta) comes out at 0.2205 / 0.1723 Ha. The calculation puts the LUMO energy (alpha / beta) at -2.1 / -5.8 eV. Its energy above the lowest of the compared OMol25 structures with the same formula, charge and spin is 13.8 kcal/mol. As for the total energy: -3278.559743 hartree. The net charge is +1. Its multiplicity is 6.

=====

No. 2
Formula: C15H26Cl19NO4
Source: the Open Molecules 2025 dataset
Level of theory: wB97M-V/def2-TZVPD

The geometry in XYZ format:
```
65
Properties=species:S:1:pos:R:3
Cl 2.97 -2.83 2.96
Cl 7.41 -4.37 -1.88
H 4.67 -3.56 4.43
C -5.59 9.32 -1.48
Cl 3.21 0.43 5.19
H 5.39 -4.45 -3.09
H -0.29 -9.19 -3.52
C -1.39 2.84 1.24
Cl -5.64 10.11 -3.06
H -3.80 0.17 -1.04
C 1.69 -8.71 4.10
Cl 0.59 -5.38 -0.51
H 4.28 2.28 6.19
H -0.91 2.65 -6.31
O 0.12 4.48 1.79
C 6.08 -5.19 -2.70
Cl 1.08 -7.94 2.63
H 5.57 -5.84 -1.99
C 3.58 -3.60 4.43
H -5.28 0.85 -0.20
H 2.78 -8.67 4.10
O -4.03 2.41 1.37
C 3.30 1.82 6.28
H -1.73 0.51 -1.35
C -2.40 6.78 -2.73
Cl -2.01 2.30 -4.25
O -1.72 3.99 0.41
H 1.63 -6.03 1.51
H -1.33 2.31 -1.49
H 1.30 -8.17 4.96
N -1.92 1.64 0.55
C 0.19 3.07 1.33
Cl 6.67 -6.18 -4.04
H -1.88 6.41 -1.85
H 3.19 -3.07 5.29
Cl -0.02 4.32 -4.92
Cl 3.44 -5.66 0.05
Cl -3.94 9.22 -0.86
Cl -1.50 -7.17 -3.45
Cl 1.31 -7.61 -2.82
C -3.37 1.79 0.48
H -2.10 3.93 -5.95
Cl 3.06 -5.29 4.52
H -6.20 9.89 -0.78
H 3.15 1.47 7.30
H 0.18 -8.08 -4.84
Cl 2.07 3.02 5.89
Cl 1.06 2.11 2.63
H -5.99 8.31 -1.58
C -4.29 1.14 -0.70
O -0.76 6.17 0.31
H 0.79 3.19 0.37
C -1.29 1.40 -0.78
H -2.87 7.74 -2.51
C -1.32 3.30 -5.54
H -0.16 1.16 -0.66
Cl -3.65 5.62 -3.19
H 1.87 -4.30 1.16
Cl -1.22 7.00 -4.03
C 1.85 -5.30 0.73
H -4.46 1.90 -1.55
C -0.07 -8.15 -3.78
H -1.74 3.02 2.30
Cl 1.18 -10.40 4.19
C -0.79 5.03 0.79
```

The HOMO-LUMO gap comes out at 0.3812 Ha. The SMILES is CC(=O)N(C)[C@@H]1OC(=O)O[C@H]1Cl.ClCCl.ClCCl.ClCCl.ClCCl.ClCCl.ClCCl.ClCCl.ClCCl.ClCCl. The calculation puts the LUMO energy at 0.3 eV. Its energy above the lowest of the compared OMol25 structures with the same formula, charge and spin is 36.9 kcal/mol. As for the total energy: -9686.422361 hartree. Its multiplicity is 1.

=====

No. 3
Formula: CHF3NO2S
Source: the Open Molecules 2025 dataset
Level of theory: wB97M-V/def2-TZVPD

The geometry in XYZ format:
```
9
Properties=species:S:1:pos:R:3
N -2.21 0.20 -0.52
H -2.07 0.74 0.30
S -1.18 -0.97 -0.10
C 1.48 0.70 -0.12
O -0.94 -1.11 1.31
O -1.16 -2.21 -0.83
F 2.18 -0.10 0.73
F 1.51 1.95 0.40
F 2.38 0.81 -1.17
```

The HOMO-LUMO gap (alpha / beta) comes out at 0.2646 / 0.2324 Ha. The calculation puts the LUMO energy (alpha / beta) at 2.9 / 2.7 eV. Its energy above the lowest of the compared OMol25 structures with the same formula, charge and spin is 76.9 kcal/mol. As for the total energy: -941.681426 hartree. The net charge is -1. Its multiplicity is 1.

=====

No. 4
Formula: C21H18BrLiN3O3
Source: the Open Molecules 2025 dataset
Level of theory: wB97M-V/def2-TZVPD

The geometry in XYZ format:
```
47
Properties=species:S:1:pos:R:3
Br 0.68 2.73 -1.08
C 3.18 1.96 0.00
C 2.62 -4.42 0.78
H -3.67 4.80 2.55
C -2.68 3.03 1.93
H -2.63 -1.41 -2.57
H 0.12 -3.49 2.90
C -3.52 4.09 1.74
C 0.71 -3.56 2.00
H -2.16 2.88 2.87
C 1.05 -2.92 -0.32
H 3.51 -5.04 0.75
H 2.16 -4.87 2.84
C -4.19 4.29 0.52
H 1.63 -1.00 1.82
O 5.32 1.46 0.83
O -1.62 1.09 1.10
C -3.13 2.27 -0.34
H -4.47 3.51 -1.45
N -0.13 -1.26 -1.60
C 4.00 1.15 0.77
O -0.79 -2.06 0.96
N -2.28 0.31 -1.46
H -3.45 1.71 -2.41
C 2.19 -3.73 -0.34
H 1.05 -2.69 -2.49
N 1.29 0.58 0.54
H -0.10 0.19 -3.09
C -2.42 2.05 0.90
H -2.51 0.06 -3.57
C 0.25 -2.79 0.87
C -0.62 -0.75 -2.86
C 1.85 -4.32 1.95
Li -1.05 -0.37 0.12
C 3.45 0.07 1.45
C -2.96 1.39 -1.47
H -4.85 5.13 0.38
C 0.66 -2.25 -1.56
C 1.84 1.61 -0.07
H 4.06 -0.58 2.06
C 2.09 -0.17 1.30
C -3.97 3.38 -0.49
H 2.75 -3.82 -1.26
H 3.57 2.82 -0.52
H 5.76 0.82 1.40
C -2.11 -0.45 -2.68
H -0.47 -1.44 -3.70
```

The HOMO-LUMO gap comes out at 0.2336 Ha. The calculation puts the LUMO energy at 2.4 eV. As for the total energy: -3782.731013 hartree. The net charge is -1. Its multiplicity is 1.

=====

Max |F| (computed, eV/A): 0.921 5.064 3.961 0.582